No. 1
A molecular structure, C30H44As3N4O2PtS. Source: OMol25; level of theory: wB97M-V/def2-TZVPD.

Results
* relative energy (zero: lowest compared OMol25 entry of this formula, charge and spin): 8.6 kcal/mol
* lowest unoccupied orbital energy: -2.8201 eV
* orbital gap: 7.44 eV
* charge: +1

Geometry as XYZ:
```
85
Properties=species:S:1:pos:R:3:forces:R:3:lowdin_charge:R:1
Pt -0.049 -0.042 0.456 -0.455 -0.835 0.009 0.711
C -3.676 0.997 -0.138 0.017 -0.040 0.020 -0.249
As -1.970 1.360 0.711 0.284 0.112 0.116 1.014
C -1.589 3.142 0.040 -0.088 -0.004 -0.098 -0.239
C -2.393 1.916 2.519 -0.075 -0.005 0.007 -0.327
C -2.855 0.897 3.563 0.021 0.026 0.001 -0.688
C -3.141 1.714 4.835 0.023 -0.014 0.020 -0.086
C -1.726 -0.077 3.887 0.038 -0.047 0.052 -0.322
As -0.720 -1.121 2.552 -0.105 0.209 -0.050 1.058
C 0.296 -2.022 3.946 -0.083 -0.099 -0.041 -0.232
C -1.920 -2.533 1.990 0.026 -0.037 -0.051 -0.264
C -4.130 0.176 3.108 -0.021 0.023 -0.051 -0.370
As -5.166 -0.785 4.514 -0.012 0.015 0.029 1.142
C -6.872 -0.675 3.556 0.011 -0.026 -0.009 -0.343
C -4.779 -2.644 4.027 -0.010 -0.004 0.016 -0.349
H -4.382 1.742 0.226 -0.054 -0.030 -0.041 0.047
H -4.036 0.000 0.098 0.012 -0.002 0.008 0.025
H -3.582 1.092 -1.218 -0.034 0.010 0.007 0.023
H -2.286 3.836 0.508 0.001 0.011 -0.025 0.044
H -1.704 3.201 -1.041 0.029 -0.012 0.042 0.030
H -0.572 3.404 0.315 0.028 -0.001 0.045 0.010
H -3.153 2.696 2.414 0.008 -0.004 -0.026 0.093
H -1.470 2.405 2.850 -0.007 -0.010 0.025 0.087
H -2.313 2.392 5.048 0.012 -0.008 0.009 0.090
H -3.283 1.069 5.702 -0.019 -0.012 -0.008 0.060
H -4.048 2.311 4.714 0.007 0.016 -0.010 0.092
H -2.082 -0.837 4.591 -0.006 0.033 0.005 0.084
H -0.936 0.473 4.408 0.012 -0.016 -0.019 0.077
H -0.318 -2.863 4.269 -0.024 0.032 0.054 0.048
H 0.423 -1.325 4.771 0.038 0.008 -0.005 0.042
H 1.263 -2.354 3.608 -0.031 -0.054 0.024 -0.015
H -2.295 -3.080 2.853 -0.005 0.031 -0.029 0.019
H -1.357 -3.207 1.345 0.025 -0.014 0.019 0.013
H -2.749 -2.121 1.417 0.018 -0.024 -0.005 0.015
H -3.924 -0.517 2.287 -0.020 0.004 0.027 0.038
H -4.836 0.921 2.728 0.018 0.002 -0.012 0.073
H -7.244 0.348 3.586 0.002 0.002 0.004 0.019
H -7.598 -1.320 4.048 -0.003 0.002 0.002 0.022
H -6.761 -0.992 2.518 -0.007 0.003 -0.003 0.026
H -3.800 -2.944 4.398 -0.016 0.005 0.016 -0.001
H -4.835 -2.807 2.950 0.005 -0.001 0.001 0.022
H -5.524 -3.269 4.518 0.000 -0.013 -0.008 0.023
O 2.489 -1.417 2.333 0.135 0.075 -0.191 -0.351
S 2.581 -1.943 0.997 -0.003 -0.269 -0.136 0.583
O 3.892 -2.264 0.507 -0.017 -0.015 0.074 -0.276
N 1.763 -0.995 -0.030 0.267 0.427 0.194 -0.290
C 2.387 -0.408 -1.142 -0.093 -0.101 -0.061 -0.247
C 3.707 -0.476 -1.544 0.061 0.030 0.027 0.005
C 4.142 0.149 -2.729 -0.007 0.038 -0.040 -0.047
C 3.295 0.844 -3.542 -0.014 -0.015 0.041 -0.036
C 1.938 0.941 -3.171 0.043 -0.031 -0.067 -0.160
C 0.987 1.636 -3.943 -0.021 0.002 0.011 0.016
C -0.315 1.689 -3.532 0.041 -0.055 -0.020 -0.030
C -0.658 1.079 -2.322 -0.211 -0.260 -0.099 -0.158
N 0.204 0.437 -1.558 0.158 0.636 0.089 -0.064
C 1.503 0.329 -1.975 0.031 0.007 -0.018 -0.179
C 1.654 -3.458 0.920 -0.099 0.033 0.167 -0.289
C 0.844 -3.755 -0.166 0.015 0.008 -0.013 -0.080
C 0.199 -4.983 -0.219 -0.027 0.011 -0.015 -0.076
C 0.359 -5.899 0.810 0.012 -0.008 0.002 -0.070
C 1.180 -5.599 1.889 0.016 0.007 0.021 -0.059
C 1.837 -4.380 1.945 -0.020 0.001 -0.032 -0.066
H 4.426 -1.018 -0.957 -0.021 0.060 -0.038 0.093
H 5.188 0.060 -2.991 0.004 0.001 0.005 0.116
H 3.637 1.317 -4.452 -0.002 -0.005 -0.015 0.117
H 1.302 2.115 -4.862 0.003 -0.004 -0.007 0.130
H -1.078 2.189 -4.111 -0.010 0.004 0.001 0.116
H -1.688 1.085 -1.994 0.088 0.053 0.022 0.064
H 0.719 -3.028 -0.957 -0.007 -0.011 -0.004 0.105
H -0.430 -5.223 -1.066 0.004 0.004 0.000 0.111
H -0.145 -6.856 0.765 -0.008 -0.002 0.002 0.109
H 1.318 -6.321 2.684 0.007 0.000 -0.002 0.112
H 2.501 -4.149 2.767 0.001 0.009 0.033 0.122
C 2.121 3.429 -0.388 -0.015 0.016 -0.006 0.000
C 2.078 3.010 1.041 0.025 -0.008 -0.044 -0.399
N 1.444 1.968 1.528 0.052 0.171 -0.043 0.049
C 1.737 1.933 2.872 0.029 -0.028 0.025 -0.152
C 2.546 2.974 3.201 0.003 0.010 0.008 -0.076
N 2.754 3.656 2.024 0.012 -0.027 0.032 0.103
H 1.356 2.895 -0.947 0.005 0.004 0.016 0.053
H 3.089 3.193 -0.836 0.003 -0.015 -0.004 0.091
H 1.948 4.501 -0.498 0.006 0.002 -0.004 0.089
H 1.393 1.133 3.506 -0.026 0.008 0.012 0.084
H 2.989 3.280 4.131 0.019 0.000 0.008 0.113
H 3.333 4.468 1.904 0.001 0.003 0.007 0.161
```
Positions in Å, forces in eV/Å.

=====

No. 2
A molecular structure, C30H44Br2CdN2P2. Source: OMol25; level of theory: wB97M-V/def2-TZVPD.

Results
* relative energy (zero: lowest compared OMol25 entry of this formula, charge and spin): 56.3 kcal/mol
* lowest unoccupied orbital energy: -8.7628 eV
* orbital gap: 2.99 eV
* charge: +2

Geometry as XYZ:
```
81
Properties=species:S:1:pos:R:3:forces:R:3:lowdin_charge:R:1
N -4.991 3.708 -3.711 0.207 0.111 0.196 0.119
C -4.988 4.102 -2.438 -0.005 -0.213 0.056 -0.079
C -4.385 3.365 -1.410 -0.107 0.034 0.360 0.040
C -3.604 2.234 -1.746 -0.544 -0.797 -0.208 -0.183
C -3.677 1.807 -3.096 0.479 0.304 -0.370 0.023
C -4.369 2.573 -4.029 0.135 -0.429 0.204 -0.083
C -2.667 1.611 -0.826 -1.357 1.939 -1.608 0.065
Cd -0.444 -0.003 0.028 0.399 -0.725 1.310 1.277
P 3.847 -0.589 0.456 2.659 -0.307 0.237 0.945
C -1.319 1.435 -1.280 0.577 -1.937 0.063 -0.368
C -0.487 2.676 -1.372 -0.180 0.691 -0.589 -0.304
C 0.372 2.822 -2.475 -0.144 -0.241 0.390 -0.035
C 1.470 3.661 -2.349 -0.183 0.393 0.650 -0.098
C 1.683 4.372 -1.151 -1.771 -0.993 -0.201 -0.728
C 0.626 4.445 -0.217 0.268 0.262 -0.852 -0.105
C -0.509 3.659 -0.381 0.341 -0.310 0.347 -0.066
Br 3.310 5.126 -0.776 0.788 0.658 0.053 0.869
H -2.957 1.466 0.214 -0.013 0.556 0.140 0.121
H -1.171 0.783 -2.161 -0.851 1.049 -0.496 0.080
H -4.492 3.719 -0.388 0.234 -0.060 -0.095 0.128
H -3.208 0.880 -3.419 0.059 0.234 0.082 0.122
H -5.502 5.045 -2.231 0.147 -0.387 0.069 0.133
H -4.396 2.267 -5.080 -0.117 0.081 0.385 0.132
H 0.169 2.263 -3.403 0.367 0.167 0.599 0.130
H -1.373 3.758 0.295 0.640 -0.171 -0.084 0.121
H 2.151 3.779 -3.169 0.361 -0.057 -0.206 0.110
H 0.683 5.163 0.584 0.062 0.045 0.191 0.108
P -0.800 -2.508 -0.185 0.129 -1.381 -0.229 0.848
C 3.534 1.193 0.532 -0.460 0.354 -0.022 -0.445
C 4.889 1.925 0.538 0.051 0.254 0.027 -0.182
H 2.974 1.394 1.459 0.069 0.131 -0.216 0.065
H 2.924 1.483 -0.338 -0.007 0.292 0.276 0.049
H 4.802 2.942 0.935 -0.029 -0.140 -0.073 0.042
H 5.625 1.371 1.137 -0.277 0.196 -0.127 0.062
H 5.294 2.007 -0.477 -0.070 -0.091 0.162 0.074
C 3.412 -1.212 -1.186 -0.511 -0.065 -0.323 -0.446
C 4.570 -2.037 -1.779 -0.128 -0.053 -0.250 -0.161
H 3.213 -0.327 -1.810 -0.056 -0.283 -0.017 0.072
H 2.488 -1.806 -1.102 0.097 0.054 -0.381 0.025
H 4.369 -2.286 -2.827 -0.001 -0.018 0.132 0.068
H 5.517 -1.482 -1.746 -0.339 -0.082 0.089 0.072
H 4.719 -2.977 -1.235 -0.036 0.209 -0.017 0.072
C 2.975 -1.456 1.782 -0.618 -0.078 0.169 -0.451
C 3.991 -2.021 2.799 -0.165 -0.170 0.099 -0.163
H 2.369 -2.260 1.333 0.053 0.093 0.233 0.044
H 2.303 -0.723 2.256 -0.106 -0.378 0.165 0.050
H 3.522 -2.775 3.440 0.020 0.109 -0.001 0.066
H 4.847 -2.492 2.296 -0.328 0.181 0.051 0.067
H 4.386 -1.232 3.449 -0.070 -0.102 -0.223 0.075
C -0.398 -3.595 1.247 0.214 0.351 0.469 -0.399
C -1.303 -4.805 1.482 -0.115 -0.205 -0.079 -0.124
H -0.384 -2.941 2.133 0.122 -0.334 -0.088 0.060
H 0.636 -3.941 1.089 -0.239 0.261 0.047 0.080
H -2.283 -4.528 1.889 0.234 -0.033 -0.100 0.073
H -1.468 -5.380 0.562 0.091 0.062 0.223 0.077
H -0.821 -5.481 2.201 -0.147 0.206 -0.159 0.093
C 0.106 -3.346 -1.554 0.171 0.164 0.146 -0.408
C 0.089 -2.619 -2.899 -0.161 -0.110 -0.144 -0.148
H -0.336 -4.352 -1.662 0.180 0.303 0.132 0.105
H 1.138 -3.474 -1.186 -0.351 -0.009 -0.186 0.069
H -0.917 -2.644 -3.345 0.302 0.037 0.072 0.072
H 0.412 -1.568 -2.834 0.018 -0.278 0.076 0.051
H 0.769 -3.141 -3.583 -0.202 0.237 0.062 0.090
C -2.556 -2.878 -0.575 0.116 0.344 -0.151 -0.396
C -3.566 -2.200 0.353 -0.501 -0.265 -0.092 -0.143
H -2.666 -3.974 -0.544 0.012 0.419 -0.097 0.088
H -2.712 -2.562 -1.616 0.020 -0.088 0.202 0.082
H -4.545 -2.166 -0.147 0.244 0.001 0.278 0.090
H -3.696 -2.768 1.283 0.061 0.226 -0.157 0.075
H -3.301 -1.170 0.621 0.059 -0.061 -0.075 0.029
Br -2.898 -1.432 5.383 0.346 0.356 -0.332 0.805
C -1.885 -0.132 4.435 -0.021 -0.247 -0.436 -0.645
C -1.445 1.031 5.064 0.041 -0.140 -0.220 -0.065
C -0.758 1.972 4.301 0.042 0.189 -0.184 -0.024
C -0.506 1.722 2.953 -0.080 -0.447 0.114 -0.132
N -0.879 0.565 2.354 -0.384 -0.136 0.352 -0.058
C -1.584 -0.344 3.083 0.436 0.759 0.199 -0.196
H -1.641 1.172 6.125 0.037 0.106 -0.238 0.125
H -0.419 2.921 4.730 -0.146 -0.463 -0.087 0.130
H 0.024 2.461 2.345 -0.152 -0.373 0.125 0.103
H -1.904 -1.254 2.573 0.085 0.241 0.185 0.064
```
Positions in Å, forces in eV/Å.

=====

No. 3
A molecular structure, C30H44BrClHfN2P2. Source: OMol25; level of theory: wB97M-V/def2-TZVPD.

Results
* lowest unoccupied orbital energy (alpha / beta): -14.5690 / -14.5797 eV
* orbital gap (alpha / beta): 4.04 / 4.03 eV
* charge: +4

Geometry as XYZ:
```
81
Properties=species:S:1:pos:R:3:forces:R:3:lowdin_charge:R:1
N -5.429 2.320 -1.983 0.107 0.231 0.818 0.104
C -5.103 2.692 -0.735 0.784 -0.524 0.489 -0.070
C -3.898 2.283 -0.117 0.223 -0.307 -0.723 -0.013
C -2.958 1.614 -0.915 -0.319 -0.396 -0.299 -0.252
C -3.362 1.099 -2.161 -0.500 0.600 0.132 -0.035
C -4.625 1.484 -2.642 0.010 0.201 0.024 -0.086
C -1.508 1.596 -0.518 -0.479 -0.456 -0.572 -0.316
Hf -0.259 0.208 0.465 0.417 1.723 2.248 1.432
P 2.668 0.289 0.713 0.719 -2.941 -1.076 0.796
C -0.468 1.207 -1.493 1.777 3.791 -2.262 -0.242
C 0.489 2.221 -1.968 -1.524 -1.954 1.002 -0.179
C 1.762 1.897 -2.473 3.170 -0.126 -0.754 -0.027
C 2.861 2.653 -2.111 -1.947 -0.936 -0.837 -0.066
C 2.644 3.932 -1.483 1.527 -0.910 1.864 -0.134
C 1.319 4.461 -1.635 -0.757 0.919 -0.538 -0.044
C 0.312 3.595 -1.862 -1.150 2.028 0.963 -0.026
Br 2.189 3.135 0.850 0.406 1.309 -0.562 0.507
H -1.241 2.449 0.151 0.149 -0.094 -0.741 0.110
H -0.545 0.438 -2.264 -0.299 -0.574 0.433 0.110
H -3.639 2.438 0.933 -0.317 0.604 -0.347 0.108
H -2.732 0.462 -2.777 0.051 0.311 -0.026 0.101
H -5.741 3.362 -0.142 -0.151 -0.402 -0.675 0.134
H -4.997 1.199 -3.639 0.354 -0.101 0.550 0.137
H 1.902 1.031 -3.099 -0.022 -0.298 -0.014 0.138
H -0.701 3.964 -1.873 -0.265 0.187 -0.017 0.159
H 3.870 2.361 -2.329 0.210 -0.162 -0.258 0.125
H 1.126 5.532 -1.634 0.142 -0.140 0.342 0.161
P -1.133 -1.976 -0.324 -1.386 -4.303 -1.358 0.892
C 4.417 0.830 0.830 -0.033 1.013 0.532 -0.076
C 5.554 0.858 -0.102 -1.049 1.280 0.292 -0.034
H 4.646 1.337 1.779 -0.115 -0.533 0.148 0.107
H 3.587 4.437 -1.149 -1.391 0.263 -0.570 0.146
H 6.302 1.609 0.168 -0.130 0.016 0.285 0.131
H 6.089 -0.082 -0.069 0.215 -0.824 0.124 0.144
H 5.226 1.023 -1.120 -0.017 -0.347 -0.397 0.087
C 2.720 -0.652 -0.899 0.274 0.622 0.236 -0.417
C 3.880 -1.594 -1.161 -0.053 -0.327 -0.190 -0.079
H 2.700 0.111 -1.669 0.028 -0.148 0.093 0.026
H 1.770 -1.187 -1.025 -0.132 -0.005 0.283 0.020
H 3.589 -2.215 -2.015 0.376 -0.061 0.124 0.105
H 4.800 -1.059 -1.414 -0.372 -0.293 -0.131 0.070
H 4.083 -2.228 -0.307 0.034 -0.270 -0.020 0.072
C 2.601 -1.112 2.010 0.178 1.100 0.555 -0.369
C 3.861 -1.787 2.527 0.018 -0.670 0.244 -0.102
H 1.866 -1.846 1.665 0.061 -0.008 -0.535 0.057
H 2.092 -0.597 2.832 0.173 -0.090 0.238 0.073
H 3.545 -2.450 3.352 0.353 0.348 -0.202 0.111
H 4.350 -2.432 1.798 -0.112 0.062 -0.098 0.076
H 4.613 -1.087 2.896 -0.194 0.028 0.161 0.088
C -1.071 -3.083 1.171 0.156 0.333 0.591 -0.383
C -1.388 -4.563 0.933 -0.111 -0.227 -0.184 -0.089
H -1.772 -2.689 1.919 0.162 -0.097 -0.198 0.057
H -0.077 -2.978 1.633 -0.074 -0.048 -0.128 0.067
H -2.461 -4.728 0.803 0.121 0.079 0.006 0.095
H -0.877 -4.971 0.062 0.035 -0.023 0.088 0.073
H -1.070 -5.155 1.798 -0.072 0.223 -0.122 0.107
C -0.087 -2.917 -1.574 0.692 0.372 0.298 -0.350
C 0.109 -2.208 -2.911 -0.180 -0.013 -0.316 -0.125
H -0.534 -3.916 -1.729 -0.066 0.576 0.226 0.108
H 0.897 -3.089 -1.106 -0.262 -0.128 -0.018 0.081
H -0.853 -1.998 -3.393 0.171 -0.002 -0.021 0.086
H 0.673 -1.269 -2.836 -0.123 -0.213 0.039 0.039
H 0.670 -2.862 -3.589 -0.152 0.112 0.111 0.108
C -2.830 -2.298 -1.027 -0.029 0.747 -0.220 -0.325
C -3.977 -1.790 -0.175 -0.066 0.114 0.145 -0.105
H -2.942 -3.374 -1.224 0.525 0.187 0.190 0.114
H -2.845 -1.790 -1.998 -0.011 -0.168 0.054 0.077
H -4.110 -0.721 -0.266 -0.025 0.307 -0.126 0.055
H -4.902 -2.262 -0.493 -0.108 -0.063 0.018 0.109
H -3.845 -1.995 0.881 -0.062 -0.353 0.264 0.058
Cl -1.343 3.791 4.877 -0.036 0.185 0.070 0.845
C -1.649 2.285 4.162 0.031 0.235 -0.427 -0.634
C -2.228 1.247 4.882 -0.047 -0.455 -0.728 0.009
C -2.578 0.081 4.214 -0.252 -0.524 -0.277 0.017
C -2.213 -0.078 2.887 0.885 -0.062 -0.187 -0.090
N -1.408 0.845 2.244 -1.454 0.330 0.641 -0.115
C -1.313 2.093 2.828 0.364 -1.353 0.135 -0.127
H -2.451 1.362 5.913 -0.169 0.175 0.835 0.135
H -3.121 -0.742 4.706 0.194 0.640 -0.195 0.153
H -2.553 -0.965 2.316 0.536 0.687 0.422 0.088
H -0.946 2.913 2.228 0.383 -0.012 0.040 0.099
```
Positions in Å, forces in eV/Å.

=====

Result set for max |F|: 0.019; 0.056; 0.093 hartree/bohr, one per record in the order listed.
Result set for electronic energy: -238473.2494; -198012.8039; -137205.7383 eV, one per record in the order listed.